ORCA calculation (ωB97M-V/def2-TZVPD) on a structure of composition C5H8O2.

Element x y z (Å)
C  -1.04793  1.15241  -0.62318
C  -0.11127  0.14690  0.01789
C  -0.83958  -0.79792  0.96067
C  0.94752  -0.47312  -0.89805
C  1.90077  -0.60966  0.13223
O  2.86143  -1.01051  0.65861
O  0.98473  0.81613  0.72836
H  -0.49646  1.84010  -1.27144
H  -1.80701  0.64213  -1.22610
H  -1.55780  1.73386  0.15181
H  -0.13294  -1.44366  1.49237
H  -1.40522  -0.22549  1.70253
H  -1.54070  -1.43325  0.40896
H  0.85947  -1.16115  -1.73515
H  1.38499  0.82325  -0.49952

Cartesian forces (eV/Å) of the 6 atoms listed first:
C 0.00 0.02 -0.02
C -0.22 0.05 0.00
C -0.01 -0.03 0.01
C -0.07 -0.39 -0.07
C 0.82 -0.39 0.12
O -0.84 0.37 -0.39

Computed properties:
Net charge = 0
E_LUMO = 0.8 eV
Orbital gap = 10.2 eV
ΔE to the lowest compared entry with this formula, charge and spin = 361.2 kJ/mol
E_tot = -345.66738 Eh

***

ORCA calculation (ωB97M-V/def2-TZVPD) on a structure of composition C42H51BrClF5N2O3P.

Element x y z (Å)
C  7.40355  1.96487  -0.83122
C  5.96715  1.61168  -0.52316
O  5.15034  2.73814  -0.83698
C  3.82663  2.59677  -0.39769
C  2.96488  3.59878  -1.16438
O  1.68416  3.06049  -1.51892
C  0.74341  3.02311  -0.48346
C  0.12200  1.62107  -0.41991
N  -1.34489  1.58844  -0.91290
C  -2.11154  0.62446  -0.03342
C  -0.98732  -0.23110  0.52181
C  -1.47779  -1.34180  1.43662
C  -2.04105  -2.49177  0.59686
C  -1.02678  -3.24727  -0.27167
N  -0.88355  -2.76008  -1.66230
C  0.02577  0.85731  0.91498
Br  1.72478  0.10522  1.42852
P  -0.26468  2.13586  2.31102
O  -1.56011  2.98606  1.71461
Cl  -1.23906  0.98806  3.65905
H  7.86371  2.51375  -0.01150
H  7.98658  1.06212  -1.00783
H  7.44790  2.58245  -1.72743
H  5.83915  1.35643  0.53540
H  5.63038  0.75271  -1.11622
H  3.44313  1.58549  -0.59062
H  3.76997  2.76196  0.68816
H  2.81594  4.52593  -0.60445
H  3.46053  3.83640  -2.10145
H  -0.03989  3.76732  -0.69167
H  1.18656  3.28412  0.48225
H  0.65972  1.02478  -1.15528
H  -1.35185  1.18997  -1.85511
H  -1.77237  2.50950  -1.00180
H  -2.82237  0.09106  -0.65351
H  -2.63789  1.17362  0.74092
H  -0.51266  -0.70581  -0.34445
H  -2.27181  -0.95654  2.07454
H  -0.67587  -1.70634  2.08069
H  -2.86155  -2.11763  -0.02523
H  -2.50057  -3.20551  1.27952
H  -0.04028  -3.20769  0.20091
H  -1.32320  -4.29606  -0.29504
H  -1.48386  -1.96083  -1.82857
H  0.06679  -2.46025  -1.84489
H  -1.29113  3.89741  1.51663
F  -2.10653  4.39371  10.55308
C  -2.00929  3.94458  9.28818
C  -2.87524  4.44934  8.33796
C  -2.76697  3.98136  7.03640
C  -1.81205  3.02882  6.70760
C  -0.95706  2.54046  7.68668
C  -1.04811  2.99777  8.99341
H  -3.61166  5.18769  8.62291
H  -3.43679  4.36551  6.27768
H  -1.72908  2.66277  5.69338
H  -0.21183  1.79616  7.43594
H  -0.39404  2.63665  9.77474
F  -2.86591  -0.15521  -2.84921
C  -3.07802  -0.62086  -4.13596
C  -3.75983  0.18665  -5.01600
C  -3.92120  -0.28316  -6.31435
C  -3.40326  -1.51452  -6.68954
C  -2.72210  -2.29720  -5.76673
C  -2.55946  -1.85413  -4.46050
H  -4.14964  1.14455  -4.70021
H  -4.45093  0.32517  -7.03516
H  -3.52687  -1.86484  -7.70497
H  -2.31804  -3.25680  -6.05464
H  -2.04106  -2.44098  -3.71274
F  5.54434  -2.26063  3.68458
C  5.84145  -0.94812  3.75599
C  4.97515  -0.04470  3.17362
C  5.27912  1.30724  3.24800
C  6.43366  1.73345  3.88956
C  7.28700  0.79962  4.46270
C  6.99600  -0.55612  4.40293
H  4.08865  -0.40926  2.67391
H  4.60558  2.03143  2.80588
H  6.66721  2.78790  3.94525
H  8.18876  1.12650  4.96327
H  7.64308  -1.30061  4.84534
F  -4.77946  -2.06569  1.96234
C  -5.68982  -3.07038  2.07526
C  -5.66847  -3.84889  3.21275
C  -6.59857  -4.87450  3.31690
C  -7.51428  -5.10039  2.29868
C  -7.50501  -4.29682  1.16711
C  -6.58483  -3.26430  1.04470
H  -4.94482  -3.65160  3.99161
H  -6.60579  -5.49744  4.20138
H  -8.23534  -5.90121  2.38757
H  -8.21742  -4.47119  0.37176
H  -6.55969  -2.62114  0.17577
F  -0.49327  -3.00344  -7.70738
C  0.67436  -2.40438  -8.03742
C  1.39214  -2.89081  -9.10978
C  2.58630  -2.26214  -9.43498
C  3.03712  -1.17704  -8.69585
C  2.28873  -0.71269  -7.62305
C  1.09129  -1.32664  -7.28279
H  1.02014  -3.73857  -9.66807
H  3.16553  -2.62463  -10.27380
H  3.96828  -0.69339  -8.95742
H  2.63720  0.13496  -7.04716
H  0.47975  -0.98452  -6.45857

Cartesian forces (eV/Å) of the 6 atoms listed first:
C 0.05 -0.04 0.02
C -0.08 0.09 0.12
O -0.02 0.03 -0.04
C -0.02 0.01 0.03
C -0.10 0.04 0.07
O 0.03 -0.08 0.01

Computed properties:
Net charge = +1
E_LUMO = -2.7 eV
Orbital gap = 8.1 eV
E_tot = -5840.90351 Eh

***

ORCA calculation (ωB97M-V/def2-TZVPD) on a structure of composition C17H15N4O6Pd at a distorted geometry.

Element x y z (Å)
Pd  -0.15126  -0.43776  -0.24456
C  -4.23574  -0.31141  1.02540
C  -2.73243  -0.47813  1.13337
O  -2.04492  0.20294  0.30570
C  -2.23667  -1.29331  2.13391
C  -0.86676  -1.57783  2.36014
C  -0.47868  -2.44642  3.52161
N  0.08220  -1.12275  1.59939
N  1.40756  -1.40504  1.94360
C  2.15871  -1.38959  0.89177
O  1.76489  -1.22354  -0.32719
C  3.61998  -1.62607  1.09975
C  4.52114  -1.14488  0.15612
C  5.88114  -1.38866  0.29618
C  6.34802  -2.13390  1.36970
C  5.45169  -2.60787  2.31997
C  4.09489  -2.35006  2.18987
H  -4.46264  0.31644  0.16619
H  -4.64032  0.15587  1.92523
H  -4.71364  -1.28334  0.89671
H  -2.95586  -1.75132  2.79928
H  -1.36281  -2.77328  4.06616
H  0.18882  -1.90510  4.19197
H  0.07841  -3.31022  3.15918
H  4.13449  -0.58484  -0.68551
H  6.57754  -1.00752  -0.44094
H  7.40569  -2.34803  1.46641
H  5.81126  -3.19148  3.15896
H  3.38256  -2.70397  2.92363
O  0.12311  3.93503  -4.46779
C  0.24736  4.55974  -3.31844
O  0.31317  5.76969  -3.23419
C  0.31980  3.72222  -2.08642
C  0.51583  4.26006  -0.83855
N  0.57758  3.22748  0.02227
N  0.43201  2.04599  -0.57988
C  0.26723  2.31648  -1.85646
C  -0.01915  1.17130  -2.79071
O  0.02373  1.42019  -4.01244
O  -0.31473  0.04560  -2.30223
H  0.08059  2.91860  -4.34193
H  0.59999  5.29093  -0.53840
H  0.69211  3.25260  1.01980

Cartesian forces (eV/Å) of the 6 atoms listed first:
Pd -0.02 -0.61 0.99
C 0.06 0.17 -0.01
C 0.02 0.21 0.30
O 0.20 -0.26 -0.91
C -0.12 -0.26 -0.09
C 0.09 0.18 0.23

Computed properties:
Net charge = -1
E_LUMO = 2.8 eV
Orbital gap = 7.5 eV
ΔE to the lowest compared entry with this formula, charge and spin = 34.1 kJ/mol
E_tot = -1455.30551 Eh

***

ORCA calculation (ωB97M-V/def2-TZVPD) on an isolated molecule of C24H25NO4.

Element x y z (Å)
C  -1.86163  -2.41036  2.27532
O  -1.46974  -2.47569  0.92820
C  -0.14882  -2.25686  0.60951
C  0.80938  -1.88974  1.54503
C  2.12452  -1.65704  1.18131
C  2.52436  -1.79348  -0.13721
C  3.95564  -1.57679  -0.53888
C  4.13980  -0.35852  -1.45352
N  3.65632  0.86774  -0.85142
C  4.10810  1.35650  0.31390
O  4.93822  0.82061  1.01852
C  3.50853  2.71296  0.71176
O  2.54186  3.23740  -0.16578
C  1.25181  2.78055  -0.09072
C  0.84059  1.67043  0.63567
C  -0.49205  1.30190  0.62315
C  -1.43946  2.01593  -0.10173
C  -2.85172  1.60867  -0.10238
C  -3.86893  2.55780  -0.03187
C  -5.19552  2.16848  -0.02859
C  -5.52853  0.82610  -0.09940
C  -4.52506  -0.12551  -0.17237
C  -3.19811  0.26136  -0.17303
C  -1.01119  3.12460  -0.83123
C  0.31359  3.50120  -0.82953
C  1.57065  -2.16057  -1.07371
C  0.24379  -2.39737  -0.73431
O  -0.55429  -2.73150  -1.79131
C  -1.77947  -3.40062  -1.59116
H  -1.31636  -3.13259  2.89127
H  -2.92202  -2.65916  2.28069
H  -1.73143  -1.40497  2.69008
H  0.53254  -1.77610  2.58124
H  2.84280  -1.37357  1.93603
H  4.56606  -1.43022  0.35164
H  4.32564  -2.45317  -1.07552
H  5.20802  -0.25067  -1.67434
H  3.59616  -0.50020  -2.38813
H  2.96968  1.40426  -1.35691
H  4.32900  3.43809  0.70814
H  3.12986  2.64106  1.73855
H  1.54474  1.07864  1.19960
H  -0.79871  0.44579  1.20296
H  -3.61560  3.60558  0.04139
H  -5.97404  2.91532  0.03189
H  -6.56541  0.52348  -0.09846
H  -4.77884  -1.17452  -0.23184
H  -2.41978  -0.48201  -0.24711
H  -1.72233  3.68474  -1.41988
H  0.65217  4.35518  -1.39533
H  1.83808  -2.29074  -2.11122
H  -2.08407  -3.73904  -2.58179
H  -2.54610  -2.73844  -1.18414
H  -1.66272  -4.26489  -0.93310

Cartesian forces (eV/Å) of the 6 atoms listed first:
C -0.09 0.03 0.25
O 0.33 0.06 -0.45
C -0.15 -0.08 0.02
C -0.20 -0.05 0.05
C 0.07 -0.01 -0.09
C 0.03 -0.05 0.09

Computed properties:
Net charge = 0
E_LUMO = 0.7 eV
Orbital gap = 8.9 eV
ΔE to the lowest compared entry with this formula, charge and spin = 97.7 kJ/mol
E_tot = -1285.26137 Eh

***

Among the records above, which one has the highest orbital gap? C5H8O2